No. 1
11
Properties=species:S:1:pos:R:3:lowdin_charge:R:1 method="wB97M-V/def2-TZVPD" e_lumo_ev=0.70 mol_weight_g_mol=87.1 spin_multiplicity=1 energy_ha=-322.5506 relative_energy_ev=0.6469 max_force_ev_per_a=2.99
C 0.041 -0.164 0.723 -0.0664
C -0.164 0.567 -0.559 -0.5559
N -1.449 0.722 -0.973 0.1595
C 1.404 -0.892 0.594 -0.2095
O 0.795 0.947 -1.237 0.0320
O 1.559 -2.030 1.021 0.0360
H -2.228 0.262 -0.522 0.1048
H -1.609 1.179 -1.862 0.1147
H 0.126 0.562 1.535 0.1354
H -0.758 -0.890 0.897 0.1215
H 2.283 -0.262 0.383 0.1279


No. 2
308
Properties=species:S:1:pos:R:3:lowdin_charge:R:1 method="wB97M-V/def2-TZVPD" e_lumo_ev=-3.83 total_charge=+3 mol_weight_g_mol=2168.8 spin_multiplicity=1 energy_ha=-10930.2406 max_force_ev_per_a=5.10
C -2.030 -29.061 29.113 -0.1075
C -0.846 -29.453 28.278 -0.2614
C 0.082 -30.458 29.077 -0.2430
C 1.258 -30.922 28.207 -0.2688
P 2.866 -31.021 29.035 0.9732
C 3.544 -29.433 29.153 -0.2898
C 3.739 -28.687 27.824 -0.2345
C 4.752 -27.570 27.869 -0.3004
C 4.599 -26.553 28.910 -0.1078
C 2.559 -31.920 30.594 -0.2658
C 3.823 -32.475 31.399 -0.2132
C 3.339 -33.328 32.612 -0.2374
C 2.450 -34.550 32.119 -0.0890
C 3.802 -32.242 28.004 -0.2643
C 3.246 -33.713 28.011 -0.2598
C 4.168 -34.677 27.180 -0.2357
C 3.399 -36.017 26.838 -0.1060
H -2.713 -28.627 28.328 0.0988
H -1.922 -28.287 29.850 0.0734
H -2.539 -29.913 29.481 0.0632
H -0.292 -28.607 27.973 0.0873
H -1.089 -30.080 27.396 0.1238
H -0.575 -31.232 29.437 0.1062
H 0.381 -29.922 29.982 0.1012
H 1.328 -30.157 27.380 0.1040
H 1.137 -31.955 27.717 0.1161
H 4.505 -29.588 29.739 0.1006
H 2.892 -28.969 29.889 0.1092
H 2.731 -28.315 27.522 0.1206
H 4.072 -29.349 26.995 0.1191
H 4.748 -27.136 26.832 0.1297
H 5.719 -28.110 27.999 0.1093
H 4.658 -26.903 29.914 0.0714
H 3.664 -26.024 28.714 0.0931
H 5.393 -25.798 28.711 0.0627
H 1.783 -32.697 30.358 0.0901
H 2.163 -31.218 31.299 0.0873
H 4.501 -31.586 31.520 0.0908
H 4.502 -33.161 30.719 0.1332
H 2.823 -32.752 33.290 0.0667
H 4.193 -33.693 33.200 0.1097
H 1.511 -34.104 31.610 0.0741
H 2.117 -35.103 33.029 0.0820
H 2.988 -35.119 31.304 0.0802
H 4.928 -32.280 28.228 0.1186
H 3.886 -31.971 26.886 0.1164
H 2.242 -33.861 27.515 0.1144
H 3.124 -34.073 29.061 0.0870
H 5.084 -34.922 27.730 0.1050
H 4.385 -34.155 26.244 0.0979
H 2.690 -36.356 27.616 0.0717
H 4.129 -36.860 26.697 0.0806
H 2.849 -35.991 25.884 0.0700
C 8.598 -12.653 23.967 -0.0885
C 7.201 -13.224 24.308 -0.2681
C 7.151 -14.681 24.698 -0.2347
C 5.720 -15.233 24.511 -0.2583
P 5.507 -16.974 24.889 0.9909
C 6.362 -17.240 26.430 -0.2602
C 5.806 -16.429 27.639 -0.2009
C 6.088 -16.986 29.056 -0.2542
C 5.313 -16.314 30.158 -0.1052
C 3.790 -17.505 25.009 -0.2347
C 2.779 -16.481 25.603 -0.2446
C 1.294 -16.724 25.368 -0.2789
C 0.442 -15.609 25.904 -0.1152
C 6.220 -18.039 23.607 -0.2426
C 7.755 -18.256 23.601 -0.2842
C 8.230 -19.139 22.492 -0.2433
C 9.723 -19.533 22.774 -0.0885
H 8.840 -13.173 23.030 0.0748
H 9.382 -12.908 24.768 0.1046
H 8.446 -11.613 23.848 0.0560
H 6.646 -13.038 23.412 0.1004
H 6.810 -12.608 25.082 0.1033
H 7.452 -14.784 25.692 0.0777
H 7.887 -15.264 24.146 0.1053
H 5.363 -14.953 23.485 0.1247
H 4.990 -14.698 25.125 0.0938
H 7.432 -16.999 26.351 0.0935
H 6.343 -18.306 26.696 0.0851
H 4.758 -16.191 27.570 0.0799
H 6.371 -15.488 27.480 0.1137
H 7.185 -16.869 29.275 0.0941
H 5.914 -18.053 29.075 0.0984
H 5.700 -15.271 30.320 0.1012
H 5.634 -16.734 31.087 0.0473
H 4.231 -16.367 30.198 0.0751
H 3.966 -18.367 25.645 0.0959
H 3.450 -17.884 24.005 0.1269
H 3.050 -15.555 25.056 0.1026
H 2.947 -16.172 26.613 0.0867
H 0.978 -17.639 25.859 0.1130
H 1.167 -16.792 24.283 0.1163
H -0.623 -15.959 25.742 0.1016
H 0.514 -14.666 25.378 0.0707
H 0.695 -15.390 26.948 0.0797
H 5.872 -17.723 22.628 0.1090
H 5.738 -18.976 23.948 0.0826
H 8.069 -18.594 24.572 0.0762
H 8.261 -17.305 23.528 0.0994
H 8.113 -18.542 21.563 0.1166
H 7.493 -19.991 22.375 0.1295
H 9.741 -19.751 23.865 0.0490
H 10.370 -18.679 22.529 0.0804
H 10.032 -20.433 22.223 0.0672
C 18.115 -16.573 20.345 -0.1048
C 17.811 -17.878 21.054 -0.2779
C 16.636 -17.873 22.025 -0.2486
C 16.581 -19.242 22.621 -0.2994
P 15.148 -19.636 23.627 0.9680
C 15.208 -18.480 25.021 -0.2550
C 16.430 -18.524 25.961 -0.2295
C 16.133 -17.678 27.187 -0.2604
C 17.357 -17.572 28.085 -0.0892
C 13.592 -19.367 22.882 -0.2618
C 13.171 -20.446 21.841 -0.2018
C 13.996 -20.367 20.524 -0.2482
C 13.329 -19.326 19.677 -0.1107
C 15.343 -21.317 24.234 -0.2528
C 14.155 -21.926 25.073 -0.2283
C 14.581 -23.209 25.736 -0.2636
C 14.340 -23.253 27.254 -0.0828
H 19.018 -16.679 19.776 0.0673
H 18.337 -15.737 21.053 0.0916
H 17.338 -16.249 19.660 0.0739
H 18.776 -18.140 21.541 0.1271
H 17.721 -18.671 20.340 0.1018
H 15.722 -17.695 21.450 0.1083
H 16.717 -16.983 22.707 0.1357
H 17.443 -19.450 23.194 0.0943
H 16.629 -19.896 21.753 0.0874
H 14.267 -18.680 25.593 0.0724
H 15.009 -17.463 24.544 0.1334
H 17.318 -18.027 25.463 0.1267
H 16.812 -19.535 26.239 0.1194
H 15.408 -18.268 27.800 0.1018
H 15.742 -16.782 26.952 0.0781
H 18.164 -17.177 27.521 0.0679
H 17.573 -18.554 28.440 0.0630
H 17.168 -16.991 28.944 0.0579
H 13.579 -18.338 22.413 0.1228
H 12.919 -19.432 23.747 0.0691
H 12.127 -20.392 21.714 0.0661
H 13.450 -21.387 22.272 0.0781
H 14.025 -21.328 19.984 0.1213
H 15.036 -20.148 20.734 0.0702
H 13.176 -18.407 20.268 0.0713
H 12.331 -19.693 19.383 0.0885
H 13.932 -19.110 18.769 0.0913
H 16.250 -21.239 24.912 0.1044
H 15.834 -21.947 23.421 0.1306
H 13.291 -22.082 24.360 0.1134
H 13.799 -21.265 25.916 0.0891
H 15.643 -23.349 25.474 0.1074
H 14.028 -23.992 25.206 0.0987
H 13.300 -23.502 27.615 0.0866
H 14.479 -22.255 27.592 0.0452
H 14.937 -23.997 27.798 0.0753
C 10.486 -17.706 39.498 -0.0133
N 9.809 -17.504 38.191 -0.3330
C 10.061 -16.122 37.784 -0.0235
C 10.423 -18.470 37.124 0.0474
C 8.302 -17.789 38.374 -0.0549
C 7.846 -19.131 39.036 -0.2660
O 8.069 -19.104 40.371 -0.0495
H 9.917 -17.208 40.263 0.1027
H 11.421 -17.192 39.539 0.1009
H 10.530 -18.723 39.837 0.1083
H 9.724 -15.446 38.507 0.0862
H 9.486 -15.845 36.870 0.1153
H 11.171 -16.031 37.608 0.1377
H 9.669 -19.243 36.980 0.0714
H 11.260 -18.924 37.595 0.0644
H 10.720 -17.839 36.216 0.1105
H 7.948 -17.707 37.374 0.0850
H 7.948 -16.942 39.080 0.1715
H 8.358 -20.024 38.571 0.1281
H 6.771 -19.204 38.786 0.1272
H 7.974 -19.943 40.849 0.1232
C 6.871 -23.213 30.524 0.0401
N 8.099 -22.404 30.813 -0.3359
C 8.548 -22.555 32.221 0.0212
C 9.243 -22.878 29.919 0.0393
C 7.825 -20.963 30.514 -0.0736
C 9.083 -20.170 30.077 -0.2132
O 10.167 -20.105 30.970 -0.0845
H 6.125 -22.874 31.268 0.1298
H 7.138 -24.192 30.812 0.0721
H 6.523 -23.116 29.508 0.1007
H 9.448 -21.929 32.407 0.1211
H 8.842 -23.587 32.286 0.1008
H 7.720 -22.290 32.842 0.0756
H 10.146 -22.483 30.336 0.0961
H 9.003 -22.580 28.892 0.0887
H 9.247 -23.960 29.829 0.1009
H 7.266 -20.574 31.409 0.1445
H 7.212 -20.952 29.647 0.1066
H 8.720 -19.100 29.983 0.1183
H 9.530 -20.429 29.041 0.1180
H 9.891 -19.563 31.688 0.0408
C 9.912 -26.831 37.415 0.0205
N 11.344 -26.965 36.958 -0.3224
C 12.192 -26.221 37.940 0.0045
C 11.807 -28.392 36.794 0.0451
C 11.608 -26.256 35.629 -0.1156
C 10.882 -26.754 34.415 -0.2631
O 11.553 -27.826 33.815 -0.0477
H 9.530 -25.892 37.142 0.0750
H 9.702 -26.972 38.491 0.1303
H 9.293 -27.548 36.954 0.0899
H 13.060 -25.722 37.537 0.1127
H 12.573 -26.879 38.774 0.1345
H 11.529 -25.586 38.453 0.0747
H 11.443 -28.847 37.652 0.0823
H 12.879 -28.435 36.803 0.1177
H 11.242 -28.807 35.959 0.1126
H 12.681 -26.464 35.483 0.1451
H 11.645 -25.151 35.903 0.1102
H 10.807 -25.783 33.789 0.1594
H 9.852 -26.966 34.664 0.1139
H 11.181 -27.841 32.907 0.0642
C 8.742 -26.374 27.022 0.0381
N 9.104 -26.781 25.546 -0.3405
C 9.178 -28.247 25.440 -0.0134
C 8.027 -26.182 24.605 0.0119
C 10.394 -26.112 25.162 -0.1078
C 10.449 -24.636 24.859 -0.2390
O 10.281 -23.923 26.039 -0.0642
H 9.542 -26.761 27.671 0.1057
H 7.818 -26.894 27.237 0.0807
H 8.723 -25.294 27.192 0.0941
H 9.208 -28.463 24.314 0.1317
H 8.348 -28.846 25.873 0.1178
H 10.178 -28.574 25.859 0.1305
H 7.758 -25.154 24.919 0.0656
H 7.112 -26.831 24.739 0.1199
H 8.266 -26.206 23.513 0.1270
H 10.554 -26.628 24.244 0.1220
H 11.065 -26.478 25.939 0.1425
H 9.670 -24.403 24.132 0.1158
H 11.374 -24.312 24.371 0.1288
H 10.020 -23.018 25.801 0.0529
C 15.032 -19.325 34.294 0.0293
N 14.951 -19.774 32.844 -0.3890
C 16.078 -19.252 32.101 -0.0254
C 14.933 -21.221 32.814 -0.0035
C 13.547 -19.222 32.337 -0.0315
C 13.151 -19.594 30.858 -0.2583
O 12.615 -20.861 30.741 -0.0628
H 15.061 -18.223 34.280 0.1193
H 15.879 -19.898 34.683 0.1096
H 14.171 -19.641 34.867 0.0990
H 17.035 -19.545 32.592 0.1307
H 15.972 -18.182 31.983 0.1107
H 16.180 -19.728 31.105 0.1100
H 15.681 -21.561 33.561 0.1256
H 15.156 -21.507 31.803 0.1060
H 13.936 -21.557 33.088 0.1047
H 13.690 -18.137 32.424 0.1338
H 12.746 -19.762 32.922 0.1359
H 14.079 -19.419 30.245 0.1167
H 12.375 -18.809 30.582 0.1360
H 11.667 -20.705 30.860 0.0224
N 10.772 -18.853 27.910 -0.2976
S 10.326 -17.383 28.028 0.4607
O 9.258 -17.264 28.963 -0.2749
O 10.296 -16.674 26.807 -0.2543
F 11.531 -16.735 28.786 -0.1513
S 11.910 -19.527 27.118 0.5300
O 13.259 -19.298 27.572 -0.3018
O 11.881 -19.527 25.667 -0.3008
F 11.604 -21.047 27.583 -0.1833
N 7.762 -18.481 35.125 -0.3073
S 8.524 -17.779 33.978 0.5228
O 8.843 -18.606 32.843 -0.2789
O 9.526 -16.852 34.476 -0.2934
F 7.401 -16.803 33.463 -0.1604
S 6.669 -19.604 35.004 0.4939
O 6.386 -20.168 36.284 -0.2566
O 6.954 -20.481 33.890 -0.3029
F 5.427 -18.799 34.593 -0.1229
N 6.897 -22.982 25.330 -0.3104
S 5.404 -23.382 25.622 0.5399
O 5.121 -24.512 24.704 -0.3289
O 4.375 -22.415 25.834 -0.2600
F 5.598 -24.251 26.984 -0.2300
S 7.541 -21.527 25.641 0.5913
O 6.803 -20.280 25.551 -0.2777
O 8.791 -21.697 24.988 -0.2733
F 7.710 -21.700 27.243 -0.1961
N 7.700 -28.775 31.363 -0.2947
S 8.528 -27.459 31.132 0.4858
O 8.213 -26.696 29.973 -0.2987
O 9.921 -27.570 31.459 -0.2835
F 7.869 -26.633 32.302 -0.1748
S 7.637 -29.963 30.309 0.4571
O 8.217 -29.610 29.074 -0.2769
O 6.388 -30.581 30.389 -0.2888
F 8.536 -31.077 30.987 -0.1558
C 10.072 -22.702 36.393 -0.6281
F 9.239 -21.724 36.722 0.1333
F 10.140 -23.648 37.365 0.1035
F 9.576 -23.297 35.308 0.0985
S 11.721 -21.997 35.741 0.4211
O 11.339 -21.248 34.588 -0.3131
O 12.135 -21.124 36.837 -0.3415
O 12.553 -23.134 35.529 -0.3155


No. 3
48
Properties=species:S:1:pos:R:3:lowdin_charge:R:1 method="wB97M-V/def2-TZVPD" e_lumo_ev=0.47 mol_weight_g_mol=323.2 spin_multiplicity=1 energy_ha=-1154.2355 max_force_ev_per_a=10.72
N 1.983 -2.755 1.825 0.0225
C 1.617 -2.160 0.523 -0.2397
B 2.004 -3.117 -0.657 -0.0882
C 2.351 -2.649 -2.115 -0.1290
C 2.654 -1.179 -2.244 -0.2031
O 2.647 -0.719 -3.621 -0.0231
C 1.396 -0.583 -4.087 -0.3675
O 1.072 -0.887 -5.208 0.0833
H 1.888 -2.058 2.548 -0.2194
H 1.336 -3.500 2.037 0.0751
H 0.534 -2.000 0.427 0.1094
H 2.079 -1.182 0.456 0.0950
H 1.958 -4.289 -0.427 0.0770
H 1.486 -2.929 -2.720 0.1172
H 3.178 -3.228 -2.515 0.1092
H 3.651 -0.967 -1.884 0.1314
H 1.953 -0.565 -1.687 0.1045
H 0.677 -0.114 -3.402 0.1410
C 2.255 -1.224 5.698 -0.0474
C 2.641 -1.574 4.277 -0.1574
O 1.516 -1.491 3.387 0.0163
C 1.199 -0.261 2.986 -0.5745
O 1.783 0.749 3.267 0.1575
O 0.136 -0.350 2.190 -0.0006
C -0.331 0.903 1.680 -0.0140
H 1.419 -1.841 6.027 0.0861
H 3.098 -1.391 6.368 0.0855
H 1.956 -0.180 5.774 0.0785
H 2.975 -2.608 4.215 0.1365
H 3.446 -0.937 3.912 0.1396
H 0.476 1.452 1.201 0.1013
H -0.766 1.504 2.477 0.1015
H -1.094 0.670 0.944 0.0951
C -4.791 3.677 -0.230 -0.0640
C -4.946 2.327 -0.895 -0.2105
O -4.701 2.400 -2.307 0.0442
C -3.421 2.415 -2.663 -0.6199
O -2.469 2.325 -1.932 0.1087
O -3.347 2.480 -3.989 0.0171
C -1.996 2.547 -4.451 -0.0336
H -5.421 4.417 -0.724 0.0824
H -5.080 3.615 0.819 0.0797
H -3.759 4.022 -0.284 0.0749
H -5.971 1.971 -0.806 0.1229
H -4.291 1.581 -0.447 0.1185
H -1.397 1.774 -3.977 0.0824
H -1.567 3.526 -4.244 0.1005
H -2.017 2.381 -5.523 0.0970


HOMO-LUMO gap across the listed records, respectively: 10.553 9.937 8.247 eV.